# C6H7N3S

The molecule C6H7N3S in a non-equilibrium geometry (ωB97M-V with the def2-TZVPD basis set, OMol25).

Properties
HOMO level = -9.6 eV
Relative energy (zero: lowest compared OMol25 entry of this formula, charge and spin) = 206.3 kJ/mol
Total charge = 0
Gap between HOMO and LUMO = 9.6 eV

Last column: Mulliken charge in e.
CARTESIAN COORDINATES (ANGSTROEM)
N  1.03405  2.74465  -0.14740  -0.4704
C  1.14270  1.63902  0.11468  0.0322
C  0.96977  0.21241  0.35977  0.4543
C  2.04338  -0.74940  -0.31144  -0.9671
S  4.05842  -0.69567  0.30837  -0.1587
C  -0.61837  0.13158  0.07916  0.2085
N  -1.33496  -0.50202  0.94706  -0.4869
C  -2.65243  -0.39004  0.55479  -0.3391
C  -2.54641  0.48210  -0.70347  0.0334
N  -1.31905  0.65833  -1.01550  -0.5005
H  0.97849  0.28122  1.41851  0.2401
H  1.87420  -1.75752  -0.05450  0.4855
H  2.01882  -0.48817  -1.41357  0.3949
H  4.16589  -1.41158  -0.75213  0.1340
H  -2.95747  0.30034  1.33922  0.2728
H  -3.34162  -1.24415  0.56659  0.3479
H  -3.51541  0.78890  -1.29015  0.3190